{
  "formula": "C5H9N3",
  "method": "wB97M-V/def2-TZVPD",
  "lumo_ev": [4.4, 4.3],
  "spin_multiplicity": 2,
  "relative_energy_kj_mol": 62.3,
  "s_squared": 0.76,
  "charge": -1,
  "species": ["C", "C", "C", "C", "N", "C", "N", "N", "H", "H", "H", "H", "H", "H", "H", "H", "H"],
  "positions_angstrom": [[1.17062, 1.59769, 0.34843], [1.17823, 0.21905, -0.32265], [-0.15068, -0.38966, -0.56952], [-0.86594, -1.14858, 0.35513], [-1.90505, -1.77454, -0.39118], [-1.80606, -1.19529, -1.67944], [-0.67811, -0.44144, -1.77835], [1.07371, 1.58978, 1.81470], [0.29747, 2.13539, -0.04641], [2.06102, 2.19650, 0.10795], [1.85905, -0.44448, 0.22529], [1.69550, 0.36193, -1.29443], [-0.68066, -1.45537, 1.37905], [-2.76382, -2.03672, 0.07175], [-2.32814, -1.55149, -2.54822], [0.13055, 1.42987, 2.12930], [1.71229, 0.90734, 2.19860]],
  "atomic_forces_ev_per_a": [[-0.37, 0.10, 0.36], [0.99, 0.88, -0.84], [0.77, -0.68, 1.11], [-0.50, -0.13, 0.36], [0.63, -0.18, -0.09], [-0.03, 0.55, -0.06], [-0.71, -0.13, -0.79], [0.20, 0.63, -0.17], [0.25, 0.05, 0.13], [-0.04, -0.27, -0.20], [-0.18, -0.12, 0.28], [-0.45, -0.13, 0.18], [0.24, 0.09, -0.14], [-0.33, 0.29, -0.15], [-0.16, -0.33, -0.08], [-0.06, -0.45, -0.01], [-0.25, -0.18, 0.10]],
  "nbo_charge": [-0.2060, -0.4621, 0.0455, -0.3344, -0.6147, -0.0790, -0.5278, -0.8651, 0.1897, 0.1575, 0.1647, 0.2040, 0.1554, 0.3381, 0.1393, 0.3543, 0.3406]
}

***

{
  "formula": "C5H9N3",
  "method": "wB97M-V/def2-TZVPD",
  "smiles": "[H]/N=C1\\NN[C@H]2CC[C@H]12",
  "lumo_ev": 0.9,
  "relative_energy_kj_mol": 656.9,
  "charge": 0,
  "species": ["C", "C", "C", "C", "C", "H", "H", "H", "H", "H", "H", "H", "H", "H", "N", "N", "N"],
  "positions_angstrom": [[1.53828, -0.44758, 0.10588], [-0.54296, 0.67598, 0.43560], [-1.88300, 0.16460, -0.16426], [-1.18190, -1.41050, 0.03971], [0.16676, -0.65366, -0.01319], [3.38675, -0.48556, -0.04163], [2.56861, 1.33045, -0.23809], [0.34105, 2.56912, 0.24202], [-0.95823, 0.79994, 1.68938], [-1.89933, 0.27681, -1.27479], [-3.06772, 0.09218, 0.34968], [-1.31229, -1.99933, -0.85791], [-1.53232, -2.05048, 0.93658], [0.02038, -0.26300, -1.03827], [2.58549, -1.15425, 0.00873], [1.49157, 0.93371, 0.07296], [0.27885, 1.62158, -0.25242]],
  "atomic_forces_ev_per_a": [[1.75, 0.77, -0.24], [-3.74, -1.16, 3.36], [-1.99, -3.95, 0.51], [-1.12, 0.34, 0.58], [-6.02, 0.83, -0.22], [-0.41, -0.88, 0.03], [-4.51, -0.76, 0.75], [-0.17, -1.74, -0.76], [2.35, -0.08, -3.26], [-0.39, 0.21, 0.88], [3.83, 1.12, -1.39], [-0.18, -0.37, -0.02], [0.80, 1.49, -1.18], [0.62, -0.97, -0.59], [0.75, 0.32, 0.40], [7.87, 2.96, -0.24], [0.55, 1.87, 1.38]],
  "nbo_charge": [0.4156, -0.0350, -0.4119, -0.3676, -0.3146, 0.3139, 0.3749, 0.3729, 0.1873, 0.2090, 0.2285, 0.2064, 0.2190, 0.2264, -0.6882, -0.4793, -0.4573]
}

***

{
  "formula": "C5H9N3",
  "method": "wB97M-V/def2-TZVPD",
  "lumo_ev": 0.8,
  "relative_energy_kj_mol": 655.4,
  "charge": 0,
  "species": ["C", "C", "C", "C", "C", "H", "H", "H", "H", "H", "H", "H", "H", "H", "N", "N", "N"],
  "positions_angstrom": [[-0.99442, 0.36148, -1.87071], [1.79205, -0.93676, 0.18960], [1.39678, 0.31207, 0.81552], [0.04805, 0.18607, 1.55564], [-0.99566, 0.08092, 0.47598], [-1.71857, -0.57591, -2.65519], [0.12569, 0.55983, -2.65343], [-1.19835, 1.50847, -1.34291], [2.92186, -0.96469, -0.07926], [1.22239, -1.98582, 0.21067], [1.91633, 1.07115, 1.18586], [-0.16125, 1.04932, 2.27746], [-0.01402, -0.61219, 2.30689], [-2.76819, -0.08666, 0.04859], [-0.44398, -0.35708, -0.68256], [1.11053, 0.09396, -0.64163], [-2.23922, 0.29584, 0.85948]],
  "atomic_forces_ev_per_a": [[2.78, -0.05, -2.41], [2.07, -1.93, -1.74], [-5.18, -3.80, -0.09], [0.42, 1.72, 1.39], [-1.96, 0.17, 4.17], [1.67, 3.77, 2.78], [-3.84, -0.65, 2.42], [-0.72, -3.16, -2.61], [-2.07, -0.44, 0.31], [1.38, 2.64, 0.55], [3.01, 2.89, 0.71], [0.18, -0.62, -1.49], [0.15, -0.44, -0.71], [-0.46, 0.77, 0.53], [2.19, 1.37, -1.99], [-1.55, -0.84, 0.87], [1.94, -1.40, -2.68]],
  "nbo_charge": [-0.5191, -0.2742, -0.1265, -0.4810, 0.4188, 0.2601, 0.2511, 0.2497, 0.2140, 0.2394, 0.2170, 0.2431, 0.2412, 0.3245, -0.3616, -0.2309, -0.6655]
}

***

no.,DFT total energy (eV)
1,-9799.2940
2,-9794.6581
3,-9794.6745